Here is C4H14IN3SV as an isolated structure at a distorted geometry from the OMol25 dataset. Energies are from the ωB97M-V functional and the def2-TZVPD basis.

## Properties
<S²> = 0.796
Lowest unoccupied orbital energy (alpha / beta) = -9.01 / -11.68 eV
E_HOMO (alpha / beta) = -17.22 / -16.85 eV
Orbital gap (alpha / beta) = 8.22 / 5.16 eV
2S+1 = 2
Charge = +2

```
24
Properties=species:S:1:pos:R:3:forces:R:3:lowdin_spin:R:1
H 2.6832 -3.2458 0.6224 -0.16 0.30 -0.10 0.0009
H -0.5359 2.8617 -1.4566 0.63 -0.05 -0.35 0.0000
H -2.3646 0.4627 1.4444 -0.63 0.71 -0.17 0.0008
H -2.7058 1.2244 -0.2513 -0.04 0.10 0.94 0.0028
H -2.0875 -0.4023 -1.4572 -0.17 0.36 0.41 0.0052
N 2.6208 -2.4001 0.0588 -0.68 1.53 -0.51 0.0399
H -0.5473 -0.7090 2.2500 -0.09 0.11 -0.65 0.0018
H -1.2136 -1.5470 0.9907 0.57 0.60 -0.04 0.0000
C -1.0007 -0.3200 -1.4102 -0.73 -0.74 -0.70 0.0687
C 0.4878 2.4708 -1.1861 0.11 0.72 0.01 0.0096
H 1.0931 3.2652 -0.7137 -0.59 -0.21 0.05 -0.0006
V -0.3408 1.1296 -0.0229 -0.51 -2.00 -1.76 -0.1294
H -0.7028 -0.0287 -2.4186 0.30 0.44 0.04 0.0018
H -2.0273 2.3057 1.1111 -0.87 -0.75 -0.02 0.0024
I 0.7236 1.9409 2.0819 1.35 0.43 1.51 0.6153
H 3.3333 -2.2914 -0.6592 -0.17 0.10 0.21 0.0003
C 1.6688 -1.4568 0.2303 0.55 -2.60 1.46 0.0417
N 0.7786 -1.7112 1.2170 -0.67 0.22 -0.81 0.0111
H 0.6970 -2.6658 1.5852 0.09 0.52 -0.06 0.0002
S 1.5400 -0.0071 -0.6543 1.77 0.38 0.06 0.2775
H -0.6505 -1.3502 -1.3238 0.13 0.13 0.19 0.0015
C -2.1639 1.2635 0.7262 0.56 0.69 -0.62 0.0453
N -0.4241 -0.9150 1.2430 0.11 -1.10 1.02 0.0029
H 1.1384 2.1257 -2.0072 -0.87 0.09 -0.12 0.0002
```
Forces are in eV/Å.

---

Here is a 2-piece molecular cluster, C4H14N overall at a distorted geometry from the OMol25 dataset. Energies are from the ωB97M-V functional and the def2-TZVPD basis.

## Properties
Lowest unoccupied orbital energy = -4.00 eV
E_HOMO = -15.15 eV
Orbital gap = 11.15 eV
Charge = +1

```
19
Properties=species:S:1:pos:R:3:forces:R:3:lowdin_charge:R:1
H -2.1709 0.9815 -1.5983 0.10 1.19 -1.21 0.1334
H 2.6357 0.9986 -0.2684 -0.50 -0.18 0.47 0.0967
C 1.7672 1.0547 0.4237 -0.88 -0.63 -2.33 -0.0764
C 1.0590 -0.3089 0.6013 0.35 -0.64 0.11 -0.4624
H 1.7221 -1.4024 -1.2058 -0.58 0.37 0.06 0.0949
H 0.4630 -0.1287 -1.4644 0.25 -0.66 0.07 0.0711
H -1.4714 -0.4634 -1.1854 0.04 -0.12 -0.32 0.0894
H -3.1750 -0.3273 -1.2866 0.49 0.30 0.12 0.1756
C 0.8007 -0.9526 -0.7878 -0.45 -0.22 0.23 -0.1050
H 1.7416 -0.9905 1.1790 -0.69 0.53 -0.48 0.1462
H -2.2254 0.4540 -0.0564 -0.40 -0.57 -1.15 0.1463
N -2.2846 0.1536 -1.0742 -0.34 -0.87 2.41 0.3225
H 2.1001 1.4775 1.3163 0.44 0.63 1.59 0.0549
H 0.0200 -1.7887 -0.7378 0.96 0.96 -0.06 0.0926
H 1.0494 1.7637 -0.0606 0.46 -0.34 0.37 0.0856
C -0.2679 -0.1710 1.3900 0.99 -0.14 1.23 -0.1017
H -0.8195 0.6957 1.0296 -0.04 0.41 0.10 0.0383
H -0.0328 0.0201 2.4923 -0.59 -0.27 -1.48 0.1183
H -0.9113 -1.0660 1.2935 0.39 0.25 0.26 0.0794
```
Forces are in eV/Å.

---

The records above yield electronic energy values of -53447.04743; -5858.20939 eV, respectively.
The records above yield ΔE to the lowest compared entry with this formula, charge and spin values of 0.0; 62.2 kJ/mol, respectively.